#P
The following is a DFT calculation (ωB97M-V/def2-TZVPD) of C4H4S in the gas phase.

Gap between HOMO and LUMO ... 8.375 eV
Total charge ... 0
SMILES ... Cc1cc1=S
HOMO level ... -7.86 eV

Last column: Mulliken charge in e.
Positions of all 9 atoms, in Å:
1 C 1.319 -0.006 -0.530  -0.882
2 C -0.012 0.016 0.019  0.453
3 C -0.800 0.256 1.088  -0.159
4 C -1.476 -0.024 -0.109  -0.364
5 S -3.075 -0.670 -0.783  -0.300
6 H 1.381 -0.690 -1.405  0.270
7 H 1.898 -0.366 0.295  0.322
8 H 1.701 0.988 -0.685  0.302
9 H -0.935 0.496 2.111  0.358



#Q
The following is a DFT calculation (ωB97M-V/def2-TZVPD) of C4H4S in the gas phase.

Gap between HOMO and LUMO ... 8.508 eV
Total charge ... 0
SMILES ... Cc1cc1=S
HOMO level ... -7.94 eV

Last column: Mulliken charge in e.
Positions of all 9 atoms, in Å:
1 C -0.877 -0.659 -0.772  -0.854
2 C 0.056 0.155 0.004  0.377
3 C 0.207 1.085 1.010  -0.126
4 C 1.345 0.398 0.558  -0.196
5 S 2.904 0.009 0.647  -0.404
6 H -0.706 -0.469 -1.833  0.273
7 H -1.821 -0.424 -0.373  0.297
8 H -0.768 -1.868 -0.850  0.271
9 H -0.340 1.774 1.608  0.361



Stability ranking, top entry: #Q; the second entry is 10.1 kcal/mol less favorable.



#P
The following is a DFT calculation (ωB97M-V/def2-TZVPD) of 2 unconnected molecules or ions with the total composition C10H10N2O.

Gap between HOMO and LUMO ... 9.153 eV
Total charge ... 0
HOMO level ... -9.02 eV

Last column: Mulliken charge in e.
Positions of all 23 atoms, in Å:
1 C -3.152 -0.112 -0.150  0.433
2 C -2.357 1.283 -0.116  -0.843
3 C -1.024 1.122 0.692  -1.017
4 C -0.282 -0.068 0.155  0.609
5 C 1.169 -0.052 0.137  0.431
6 C 1.875 -1.192 0.236  -0.270
7 C 3.271 -1.179 0.081  -0.752
8 C 3.848 -0.025 -0.167  -0.169
9 C 3.338 1.102 -0.309  -0.558
10 C 1.858 1.237 -0.184  -0.550
11 H -2.555 1.314 -1.186  0.319
12 H -2.952 1.917 0.260  0.517
13 H -1.485 0.822 2.121  0.250
14 H -0.476 1.896 0.717  0.627
15 H -2.382 -1.917 -0.412  0.256
16 H 1.287 -2.037 0.153  0.462
17 H 3.830 -2.043 -0.113  0.381
18 H 4.846 -0.167 -0.247  0.429
19 H 3.875 2.279 -0.446  0.121
20 H 1.426 2.178 -0.313  0.405
21 N -0.910 -1.172 -0.039  -0.471
22 N -2.351 -1.070 -0.012  -0.146
23 O -4.231 -0.154 -0.304  -0.465



#Q
The following is a DFT calculation (ωB97M-V/def2-TZVPD) of 3 unconnected molecules or ions with the total composition C10H10N2O.

Gap between HOMO and LUMO ... 9.078 eV
Total charge ... 0
HOMO level ... -8.58 eV

Last column: Mulliken charge in e.
Positions of all 23 atoms, in Å:
1 C -3.172 -0.030 -0.121  0.393
2 C -2.418 1.211 0.237  -0.488
3 C -1.100 0.920 0.902  -0.733
4 C -0.342 -0.142 0.161  0.247
5 C 1.113 -0.039 0.054  0.636
6 C 1.923 -1.147 0.422  -0.807
7 C 3.276 -1.090 0.355  -0.412
8 C 4.004 0.147 -0.132  -0.270
9 C 3.166 1.142 -0.487  -0.504
10 C 1.851 1.049 -0.495  -0.087
11 H -1.948 1.887 -0.539  0.266
12 H -3.015 2.028 0.682  0.376
13 H -1.159 0.757 1.925  0.349
14 H -0.391 2.164 1.127  0.250
15 H -2.647 -1.973 -0.437  0.160
16 H 1.451 -1.885 0.555  0.801
17 H 4.246 -2.055 0.876  0.117
18 H 5.056 -0.193 -0.193  0.321
19 H 3.799 2.005 -0.951  0.202
20 H 1.242 1.959 -0.898  0.261
21 N -0.922 -1.121 -0.425  -0.657
22 N -2.267 -1.143 -0.377  -0.014
23 O -4.264 -0.121 -0.238  -0.411



Stability ranking, top entry: #Q; the second entry is 17.6 kcal/mol less favorable.



#P
The following is a DFT calculation (ωB97M-V/def2-TZVPD) of a molecular structure, C6H8N2.

Gap between HOMO and LUMO ... 9.622 eV
Total charge ... 0
HOMO level ... -8.77 eV

Last column: Mulliken charge in e.
Positions of all 16 atoms, in Å:
1 C 3.719 -0.417 0.159  -1.061
2 C 2.335 -0.146 0.034  0.673
3 C 1.153 -0.154 -0.316  -0.319
4 C -0.255 0.079 -0.676  -0.169
5 C -1.197 1.049 0.024  -0.649
6 C -3.567 -0.445 0.375  -0.281
7 H 4.620 0.123 -0.444  0.285
8 H 3.932 -0.038 1.498  0.228
9 H 3.781 -1.722 0.075  0.217
10 H -0.251 0.312 -1.784  0.331
11 H -1.745 1.572 -0.708  0.385
12 H -0.717 1.686 0.808  0.253
13 H -3.546 0.375 1.214  0.253
14 H -4.426 -1.038 0.050  0.307
15 N -1.315 -0.330 0.000  0.205
16 N -2.520 -0.905 -0.308  -0.657



#Q
The following is a DFT calculation (ωB97M-V/def2-TZVPD) of a molecular structure, C6H8N2.

Gap between HOMO and LUMO ... 8.262 eV
Total charge ... 0
HOMO level ... -7.20 eV

Last column: Mulliken charge in e.
Positions of all 16 atoms, in Å:
1 C -0.638 -0.948 -0.365  0.238
2 C 0.560 -1.296 -1.049  -0.288
3 C 1.538 -0.344 -0.807  -0.486
4 C 0.911 1.360 1.020  -0.503
5 C -0.543 1.443 1.019  -0.441
6 C -0.424 0.455 -0.069  0.086
7 H -2.743 -1.295 -0.293  0.173
8 H -2.103 -2.523 -1.127  0.184
9 H 0.826 -2.161 -1.776  0.262
10 H 2.521 -0.134 -1.457  0.241
11 H 1.859 2.338 1.218  0.254
12 H 1.249 0.339 1.915  0.197
13 H -1.013 1.237 1.901  0.306
14 H -0.985 2.427 0.794  0.206
15 N -1.858 -1.621 -0.547  -0.498
16 N 0.842 0.720 -0.377  0.071



Stability ranking, top entry: #Q; the second entry is 48.2 kcal/mol less favorable.